# 1
104
Properties=species:S:1:pos:R:3:forces:R:3 method="wB97M-V/def2-TZVPD" orbital_gap_ev=4.030 lumo_energy_ev=2.7 e_above_lowest_kj_mol=163.5 charge=-2 e_homo_ha=-0.048 total_energy_ha=-4107.04418
Rb 1.152960 0.596344 2.205078 1.021 -0.232 -0.488
C -8.001252 2.057362 -9.641420 -0.041 -0.050 0.035
O -7.960580 0.883010 -8.852034 -0.073 0.085 -0.214
C -7.023574 0.831890 -7.866163 0.095 0.080 0.087
C -6.261470 1.918619 -7.452930 0.057 0.032 0.078
C -5.328641 1.756994 -6.437258 0.032 0.106 -0.033
C -5.123451 0.524151 -5.832485 0.088 -0.001 0.086
C -5.914732 -0.546417 -6.242096 -0.067 -0.099 0.011
C -6.853986 -0.398607 -7.245796 0.009 -0.162 0.091
C -4.069666 0.394843 -4.814440 -0.085 0.068 -0.111
N -3.279527 1.365567 -4.432993 0.096 0.156 0.025
C -2.433988 0.806699 -3.501327 0.061 0.177 -0.016
C -2.722027 -0.520114 -3.325964 0.039 -0.070 0.061
N -3.770726 -0.773746 -4.177420 -0.162 -0.318 0.015
C -2.024472 -1.369449 -2.409471 -0.098 -0.015 -0.044
C -2.327158 -2.714571 -2.167222 -0.104 -0.018 -0.062
C -1.600369 -3.413154 -1.236914 0.006 -0.052 0.014
C -0.555387 -2.752994 -0.579751 0.044 0.109 -0.017
N -0.258799 -1.487393 -0.789599 -0.075 0.046 0.043
C -0.979120 -0.780395 -1.674312 0.113 0.042 0.111
C -0.662930 0.650522 -1.837817 0.021 0.022 0.035
N 0.306967 1.165574 -1.068934 0.016 -0.169 0.215
C 0.577143 2.450241 -1.149772 0.136 0.047 0.017
C -0.073002 3.308536 -2.052030 0.034 -0.031 0.010
C -1.054068 2.796101 -2.859757 -0.093 -0.075 -0.048
C -1.383015 1.437698 -2.748268 -0.058 0.042 -0.062
H -8.729240 1.872641 -10.426449 -0.019 -0.025 -0.002
H -7.028552 2.265611 -10.093804 0.025 -0.005 0.014
H -8.319523 2.925653 -9.059967 -0.004 0.008 0.035
H -6.384123 2.892000 -7.906009 0.001 -0.006 0.015
H -4.736618 2.595229 -6.091519 0.002 -0.019 -0.085
H -5.811151 -1.517431 -5.770515 0.005 0.003 -0.073
H -7.465216 -1.232157 -7.568728 0.021 0.020 0.020
H -4.252507 -1.647399 -4.281806 0.005 -0.004 0.005
H -3.147592 -3.193123 -2.692785 0.018 0.002 0.010
H -1.836736 -4.440743 -0.993415 0.042 -0.004 -0.037
H 0.058338 -3.271181 0.151480 -0.047 0.018 -0.002
H 1.351890 2.814913 -0.473479 0.000 -0.055 -0.081
H 0.209714 4.351579 -2.101320 -0.019 0.000 0.041
H -1.594218 3.404900 -3.575029 0.021 0.020 0.042
C 4.977227 -1.024951 0.828564 -0.090 0.051 0.121
N 3.802088 -0.523145 0.154410 0.040 -0.148 -0.175
C 3.100454 -1.589652 -0.519646 0.019 0.002 0.057
C 4.118914 0.569827 -0.755272 -0.002 0.117 0.238
C 4.550269 1.829137 -0.020158 0.220 0.193 0.099
C 5.743202 2.455476 -0.390595 -0.046 -0.093 0.010
C 6.165565 3.613502 0.260299 0.012 -0.022 -0.006
C 5.388276 4.129539 1.290034 -0.124 -0.026 0.134
C 4.195049 3.485590 1.650194 0.408 -0.117 -0.352
C 3.723993 2.317670 1.012996 -0.487 0.173 0.294
H 5.665848 -1.543965 0.130119 0.015 0.028 0.005
H 4.679831 -1.722262 1.615961 0.022 0.016 -0.029
H 5.513124 -0.194744 1.290432 -0.008 -0.009 0.001
H 3.711910 -2.061949 -1.318579 -0.014 -0.004 0.016
H 2.179929 -1.203422 -0.957287 0.039 -0.022 0.003
H 2.834232 -2.365812 0.206103 0.007 0.032 -0.047
H 3.208179 0.785245 -1.322129 0.007 -0.028 -0.024
H 4.906009 0.259873 -1.474858 -0.048 -0.015 -0.058
H 6.359604 2.036950 -1.188836 -0.040 0.019 0.037
H 7.093463 4.097954 -0.030229 -0.011 -0.005 0.005
H 5.711525 5.031050 1.812760 -0.034 -0.069 -0.038
H 3.617286 3.925176 2.465466 0.011 0.018 -0.061
I 5.068625 -1.891537 5.474152 -0.032 -0.050 0.016
C 3.285809 -2.922446 5.098890 -0.052 0.255 -0.191
C 3.046861 -4.117836 5.766193 -0.123 0.078 -0.156
C 1.880009 -4.807211 5.549401 0.004 -0.239 0.127
I 1.602085 -6.611469 6.602494 0.009 0.085 -0.059
C 0.896328 -4.315764 4.657297 -0.009 0.144 -0.085
C -0.340191 -4.950282 4.399908 0.105 -0.015 0.022
C -1.249029 -4.369724 3.563690 -0.083 -0.027 -0.012
C -0.922188 -3.149535 2.951589 0.101 0.110 -0.015
N 0.228229 -2.543947 3.136054 0.028 0.012 0.071
C 1.139283 -3.086564 3.976548 -0.112 -0.004 0.002
C 2.382651 -2.305450 4.176413 0.220 -0.128 0.196
O 2.591369 -1.220289 3.599036 0.113 -0.417 0.313
H 3.781813 -4.502981 6.459692 0.030 0.017 -0.005
H -0.555578 -5.896420 4.878921 -0.027 0.007 0.035
H -2.213042 -4.830041 3.379284 0.031 0.030 -0.021
H -1.633778 -2.652934 2.298558 0.026 -0.037 0.013
Cl -5.657217 -3.281083 1.749859 0.036 0.028 0.014
C -4.626202 -1.904424 2.120530 -0.003 0.021 0.039
C -3.706890 -1.479070 1.179018 0.038 0.077 -0.007
C -2.890964 -0.393348 1.481116 -0.106 -0.113 -0.087
C -2.999656 0.265663 2.697409 0.053 0.012 -0.069
C -3.934702 -0.181387 3.622958 -0.086 -0.112 0.013
C -4.751148 -1.272616 3.347791 0.057 0.027 -0.014
C -2.114667 1.485245 3.003098 -0.026 0.334 -0.002
O -2.493943 2.196242 3.948268 0.070 -0.127 -0.047
O -1.118007 1.630170 2.247960 -1.133 0.245 0.186
H -3.617331 -1.998458 0.235112 -0.022 0.005 -0.047
H -2.152434 -0.042290 0.770890 0.021 0.010 0.040
H -4.007145 0.347205 4.565382 -0.001 0.018 -0.040
H -5.476630 -1.628822 4.068098 0.019 -0.002 -0.004
S 3.227507 4.260308 5.704460 0.048 0.040 0.166
C 4.721279 3.674200 5.302928 0.092 0.070 -0.386
N 4.831652 2.364363 4.858680 -0.123 0.245 0.179
C 5.983214 1.800283 4.488569 0.042 -0.201 -0.184
C 7.131168 2.522987 4.532871 0.220 -0.006 0.033
C 6.999266 3.857716 4.953288 -0.052 0.010 -0.018
N 5.879127 4.418026 5.315361 -0.259 -0.046 0.203
H 3.964512 1.845677 4.783664 0.028 -0.019 -0.041
H 5.931042 0.773556 4.163385 -0.088 -0.092 -0.087
H 8.077790 2.097138 4.241464 -0.015 0.018 -0.040
H 7.875547 4.502257 4.984412 0.003 -0.028 -0.022

---

# 2
99
Properties=species:S:1:pos:R:3:forces:R:3 method="wB97M-V/def2-TZVPD" orbital_gap_ev=3.371 lumo_energy_ev=3.5 e_above_lowest_kj_mol=218.2 charge=-2 e_homo_ha=0.004 total_energy_ha=-3131.70990
Cs 0.189926 0.293618 -2.100524 -1.216 0.973 2.773
C -1.748877 1.129368 -5.961069 -0.110 0.072 -0.135
C -0.993146 1.070904 -4.779210 -0.076 0.167 -0.305
N -1.096368 1.958812 -3.821805 -0.342 0.277 -0.719
C -1.967625 2.975635 -3.943040 -0.297 0.137 -0.307
C -2.785452 3.129581 -5.099337 0.194 -0.052 0.187
C -2.637153 2.159444 -6.117286 0.095 -0.091 0.065
C -3.693109 4.205371 -5.187398 -0.202 0.198 -0.082
C -3.790892 5.085771 -4.129669 0.075 -0.173 -0.184
C -3.014116 4.952292 -2.982386 0.100 0.068 0.060
C -2.074867 3.907950 -2.828667 -0.140 0.320 0.367
N -1.376179 3.633545 -1.738964 0.217 -0.641 -0.197
C -1.059206 4.437882 -0.720958 0.023 0.359 -0.119
C -0.819297 5.818271 -0.809494 -0.191 -0.156 -0.102
C -0.376857 6.564305 0.284439 0.050 -0.067 0.286
C -0.158327 5.987078 1.512262 0.055 0.310 -0.022
C -0.368330 4.599801 1.670188 -0.063 -0.226 -0.219
C -0.132560 3.924144 2.888540 -0.036 -0.124 0.001
C -0.331552 2.574044 2.970842 0.054 0.114 0.109
C -0.777732 1.891266 1.824479 -0.070 0.072 -0.160
N -1.008701 2.483206 0.678277 -0.010 -0.300 0.050
C -0.813112 3.814280 0.569891 0.111 0.268 0.245
H -1.619860 0.372394 -6.724825 0.000 0.000 0.006
H -0.272692 0.271262 -4.624737 -0.042 -0.071 -0.323
H -3.240604 2.238835 -7.015685 -0.015 0.024 0.004
H -4.300300 4.323262 -6.078314 0.003 -0.010 0.015
H -4.493045 5.911300 -4.195976 -0.022 -0.006 0.037
H -3.146251 5.644943 -2.160912 -0.004 0.006 -0.029
H -0.962395 6.305472 -1.766095 0.017 -0.015 0.009
H -0.197033 7.627670 0.160658 0.000 -0.001 -0.029
H 0.192055 6.576222 2.352955 -0.011 -0.029 0.005
H 0.213033 4.489028 3.748234 0.019 0.014 -0.012
H -0.143511 2.027227 3.886818 -0.005 -0.006 -0.007
H -0.957374 0.820801 1.859282 0.068 -0.001 0.040
C -5.136895 -1.802311 3.297479 -0.020 0.088 0.102
N -5.224971 -2.311242 1.952841 0.185 -0.170 -0.252
C -6.290520 -2.976214 1.385349 -0.138 0.046 0.007
C -5.971394 -3.241885 0.110277 -0.009 -0.135 -0.078
N -4.687255 -2.756950 -0.119914 -0.115 0.004 0.613
C -4.213900 -2.146562 1.034041 -0.120 0.148 0.024
S -2.837091 -1.288028 1.330232 0.155 0.020 -0.083
C -4.029768 -2.839345 -1.367185 0.490 -0.052 -0.572
C -4.787612 -2.786782 -2.534810 -0.176 0.113 0.252
C -4.123686 -2.820543 -3.745810 0.173 -0.046 -0.057
C -2.742240 -2.917248 -3.750785 -0.084 0.012 -0.042
C -2.082330 -3.012490 -2.532671 0.226 -0.030 0.001
N -2.710719 -2.981563 -1.359074 -0.506 -0.003 0.172
H -5.882442 -2.298519 3.917570 -0.012 -0.017 -0.042
H -5.294398 -0.722433 3.318261 -0.002 -0.007 -0.023
H -4.135821 -1.989879 3.681047 -0.012 -0.034 0.023
H -7.187619 -3.198721 1.935387 0.025 -0.028 0.007
H -6.523160 -3.775246 -0.641232 0.031 -0.002 0.004
H -5.863509 -2.683307 -2.488423 0.021 0.075 -0.033
H -4.678040 -2.755459 -4.673234 -0.020 0.014 -0.001
H -2.177332 -2.916139 -4.672185 0.051 -0.011 0.028
H -1.000009 -3.108158 -2.504671 -0.013 0.061 -0.010
O 0.814276 -2.154942 -3.247197 -0.096 -0.260 -0.189
C 1.932254 -1.654457 -2.965944 0.999 -0.926 -0.457
O 2.294458 -0.493087 -3.271455 0.893 -0.391 -0.599
C 2.909379 -2.477763 -2.145678 -0.069 -0.036 0.071
C 3.866199 -3.297281 -2.727986 0.042 0.013 -0.040
C 4.819646 -3.902446 -1.930879 -0.139 0.072 0.104
C 4.812696 -3.713796 -0.532449 0.029 -0.007 -0.032
C 5.830682 -4.165213 0.339682 0.104 -0.374 0.047
C 5.827383 -3.717029 1.679011 -0.157 0.007 -0.163
C 4.790035 -3.036478 2.233692 0.011 0.364 0.328
C 3.496487 -2.851811 1.474702 -0.410 -0.086 -0.165
C 3.710573 -2.957131 -0.030123 0.133 0.080 -0.061
N 2.836275 -2.340072 -0.815846 0.043 0.124 -0.078
H 3.878527 -3.429184 -3.804740 0.000 0.023 0.001
H 5.601646 -4.511083 -2.375359 0.009 0.000 -0.002
H 6.661790 -4.737331 -0.059317 0.030 0.091 -0.001
H 6.713404 -3.902184 2.283313 -0.010 0.026 0.044
H 4.845140 -2.669803 3.255741 0.065 -0.012 -0.029
H 2.790650 -3.661609 1.769895 -0.079 0.032 -0.104
C 0.592831 -2.080638 6.122708 -0.004 -0.001 -0.038
C -0.062272 -2.351909 4.928670 -0.040 -0.055 0.142
C 0.551185 -2.063716 3.719791 -0.044 0.020 -0.036
C 1.832095 -1.508141 3.661652 0.050 0.127 -0.088
C 2.473690 -1.248462 4.873356 0.121 0.040 0.007
C 1.863183 -1.523241 6.090060 -0.007 -0.032 0.077
Si 2.572114 -1.249503 1.931410 0.500 -0.225 0.066
C 3.780339 0.199454 1.873386 -0.138 -0.045 -0.002
C 4.659243 0.265373 0.787814 0.065 -0.041 -0.034
C 5.519384 1.340929 0.626374 0.006 0.052 0.054
C 5.524372 2.373002 1.555950 -0.010 -0.006 -0.027
C 4.662463 2.324036 2.641695 0.062 0.077 -0.006
C 3.796864 1.248942 2.791523 -0.093 -0.010 0.039
H 0.117735 -2.303292 7.071594 0.000 0.010 -0.009
H -1.052641 -2.792532 4.943118 -0.009 0.025 -0.034
H 0.017203 -2.270951 2.799407 -0.038 0.003 -0.050
H 3.472078 -0.822720 4.872734 -0.012 -0.022 -0.027
H 2.380865 -1.310819 7.019167 0.019 0.011 -0.026
H 1.404941 -0.866004 1.119068 -0.187 -0.103 -0.032
H 4.663798 -0.534118 0.055933 0.025 0.020 0.007
H 6.185034 1.377110 -0.227386 -0.014 -0.018 -0.013
H 6.186091 3.221516 1.423418 0.014 -0.011 0.022
H 4.659702 3.132780 3.363981 -0.037 -0.012 0.004
H 3.110434 1.239679 3.632497 0.012 0.001 -0.014